Record 1
This record from the Open Molecules 2025 dataset describes a structure of composition C4H10I4N3 in a non-equilibrium geometry. The level of theory is ωB97M-V with the def2-TZVPD basis set.

XYZ file:
```
21
Properties=species:S:1:pos:R:3:forces:R:3
C 1.2037 -1.2019 -0.5886 1.2 0.4 0.2
C 1.9980 -0.4612 0.4836 -1.2 0.6 -2.8
C -1.4295 0.4774 1.4078 -2.3 -0.8 -0.3
C -0.0437 0.4448 0.6484 -1.2 2.0 1.0
N -0.0652 -0.4546 -0.5479 -1.1 -0.7 -1.3
N -2.5387 0.3376 0.4009 4.9 3.7 -0.8
N 0.9950 -0.0874 1.3807 0.7 2.7 3.8
I -0.0211 -0.1226 -4.5320 -0.5 -0.5 0.1
I -1.5386 -1.3598 2.6130 -0.1 0.5 -0.4
I 0.3251 2.6168 -0.1358 -0.2 -1.1 0.2
I -2.1078 2.2292 3.1264 1.1 -1.4 -1.8
H 1.5695 -1.1325 -1.5820 0.7 0.5 -0.9
H 1.2368 -2.2597 -0.4321 -1.2 -0.6 0.7
H 2.4162 0.4036 0.0314 1.1 0.8 -0.4
H 2.6570 -1.1268 0.8391 2.8 -1.9 1.8
H -0.8757 -1.0716 -0.4797 -0.4 0.0 0.2
H -0.1371 -0.0096 -1.4925 -0.4 0.3 1.0
H -2.7583 1.2978 0.0119 0.2 -1.5 0.5
H -3.3063 -0.0665 0.7746 -3.0 -1.4 1.6
H 1.0290 0.9825 -4.1407 0.5 0.6 0.1
H 1.3915 0.5645 2.2136 -1.6 -2.0 -2.5
```
Forces are in eV/Å.

Summary:
HOMO-LUMO gap (eV): 7.590
Net charge: +1

Atomic partial charges in e from the Löwdin method, atoms 1 to 8: -0.078 -0.189 -1.027 -0.840 0.066 -0.048 -0.087 0.503

=====

Record 2
This record from the Open Molecules 2025 dataset describes a cluster of 12 separate species, H24O12 in total. The level of theory is ωB97M-V with the def2-TZVPD basis set.

XYZ file:
```
36
Properties=species:S:1:pos:R:3:forces:R:3
O 0.1159 0.4832 4.0807 -0.1 0.1 -0.5
H 0.0911 1.0737 4.8389 0.0 0.0 -0.1
H 0.0550 1.0803 3.2957 0.1 -0.3 0.6
O -0.8415 2.1148 2.0259 0.0 -0.2 0.0
H -1.5570 1.4681 2.0230 0.0 0.1 -0.1
H -0.3648 1.9650 1.1962 -0.1 0.2 0.0
O -2.3409 2.1647 -2.2076 -0.1 -0.2 0.0
H -2.3220 1.2382 -1.9362 0.1 0.1 -0.1
H -2.7535 2.1586 -3.0783 0.1 0.1 0.1
O 2.2663 1.3747 1.2158 0.1 0.2 0.3
H 1.4835 1.4112 0.6591 0.3 0.1 -0.3
H 2.8907 0.8401 0.7097 -0.3 -0.2 0.1
O 0.5594 3.0256 -0.7520 -0.3 -0.2 0.0
H -0.0678 2.4208 -1.1711 0.1 0.2 -0.1
H 0.8999 3.5584 -1.4768 0.1 0.0 0.1
O 2.0368 -0.3333 -2.6693 0.0 -0.2 0.3
H 2.1790 -0.5645 -1.7337 -0.1 0.1 -0.2
H 1.1043 -0.5193 -2.8336 0.1 0.1 -0.1
O -2.4978 -1.1511 -1.6181 -0.2 -0.2 -0.3
H -2.4464 -2.0332 -2.0116 0.0 0.0 0.2
H -3.4439 -0.9842 -1.5141 0.1 0.0 0.1
O -0.9624 -2.4254 2.0985 -0.4 -0.1 -0.2
H -1.2954 -3.2333 1.6899 0.1 0.1 0.1
H -1.5679 -2.2469 2.8290 0.2 0.1 0.0
O -0.7401 -0.5194 -4.0505 -0.3 -0.2 0.1
H -1.1345 0.1089 -4.6648 0.2 0.0 0.0
H -1.4779 -0.8433 -3.5163 0.1 0.3 -0.1
O 1.8572 -2.1573 2.5093 -0.4 -0.3 -0.3
H 1.6408 -1.7095 3.3364 0.1 0.2 -0.1
H 0.9945 -2.2446 2.0693 0.1 0.0 0.6
O -0.1207 -0.0847 -0.0547 -0.3 0.0 0.0
H -0.7675 -0.5125 -0.6347 0.1 0.1 0.2
H -0.2780 -0.4756 0.8162 0.1 -0.1 -0.1
O 2.8006 -1.1283 0.0747 0.2 -0.5 -0.5
H 2.3747 -1.7826 0.6586 0.4 0.6 0.1
H 3.6302 -1.5371 -0.2031 -0.1 0.0 0.1
```
Forces are in eV/Å.

Summary:
HOMO-LUMO gap (eV): 8.947
SMILES string: O.O.O.O.O.O.O.O.O.O.O.O

Atomic partial charges in e from the Löwdin method, atoms 1 to 8: -0.087 0.032 0.003 -0.043 0.051 0.004 -0.040 0.001

=====

Record 3
This record from the Open Molecules 2025 dataset describes the ion C13H23N4O5S2 with charge -1 in a non-equilibrium geometry. The level of theory is ωB97M-V with the def2-TZVPD basis set.

XYZ file:
```
47
Properties=species:S:1:pos:R:3:forces:R:3
C -0.1791 4.2557 1.9960 -0.4 0.1 -0.7
C -1.2702 3.6593 1.0016 0.0 0.1 1.3
C -1.2820 2.0957 1.1794 0.5 0.0 -1.0
C -1.3548 1.3221 -0.1939 -0.5 1.1 0.6
O -1.1911 -0.0670 0.1115 0.0 0.8 0.7
N -0.5163 -0.7410 -0.9031 0.1 -1.8 -1.3
C -1.4269 -1.7822 -1.4216 -1.4 0.5 -0.5
C -1.4714 -1.7781 -3.0015 0.8 -1.0 0.9
S -1.6680 -0.0905 -3.6979 0.4 0.2 -0.4
C -0.0277 0.5174 -4.0526 2.4 0.8 -0.2
N 0.4453 1.7538 -4.2158 -2.1 -0.9 0.7
N 1.7858 1.6929 -4.4285 1.2 -2.2 -0.3
C 2.1242 0.4036 -4.4142 -1.7 1.8 0.3
O 1.0150 -0.3414 -4.2019 -0.2 -0.9 0.0
C 0.7803 -1.2875 -0.4526 0.0 0.3 0.8
S 1.9696 0.1587 -0.4074 0.2 0.1 -0.2
C 0.7316 -2.0893 0.9043 0.5 0.8 0.1
C 0.7751 -1.2309 2.2177 -0.7 -1.9 0.8
O 2.1071 -0.8621 2.6234 -0.3 0.1 -0.3
C 0.2514 -2.1821 3.3925 1.2 0.0 -0.5
N -0.1595 -1.4507 4.6038 -0.2 -0.7 -0.5
C 1.4191 -2.2727 -1.5309 0.6 -2.9 -2.0
O 2.3514 -1.8952 -2.2619 0.0 1.6 0.9
O 1.0082 -3.4892 -1.6295 -0.9 2.1 1.5
H 0.8075 4.2981 1.4686 -0.7 0.0 0.7
H -0.0974 3.6133 2.9062 0.0 0.5 -0.7
H -0.4779 5.2847 2.3170 0.4 -0.7 -0.3
H -1.0923 3.9965 -0.0474 0.0 -0.4 0.8
H -2.2504 4.1069 1.3148 0.7 -0.6 -0.4
H -0.3079 1.7912 1.6418 -0.8 0.2 -0.3
H -2.0843 1.7839 1.8889 0.5 0.1 -0.6
H -2.3422 1.5423 -0.6907 0.7 -0.5 0.3
H -0.5675 1.6859 -0.8950 -0.4 -0.4 0.6
H -2.4633 -1.4849 -1.1020 1.0 -0.1 -0.1
H -1.2535 -2.8052 -1.0129 0.2 0.6 -0.6
H -0.5611 -2.2884 -3.3952 -0.6 0.5 0.1
H -2.3625 -2.3869 -3.3093 0.7 0.8 0.0
H 3.0933 -0.1020 -4.5282 -0.8 0.4 0.2
H 1.3396 1.1476 0.3123 -0.1 -1.0 -0.1
H -0.1541 -2.7675 0.9163 0.6 0.6 -0.1
H 1.6378 -2.7524 0.9292 -0.8 0.5 -0.1
H 0.0938 -0.3500 2.2295 0.7 -0.4 -0.4
H 2.7410 -1.1093 1.9325 -0.4 0.3 0.0
H -0.5173 -2.8986 3.0127 0.2 0.8 0.5
H 1.1441 -2.8138 3.6584 -0.8 0.5 -0.2
H 0.5401 -0.7356 4.7955 -0.4 0.0 -0.1
H -1.0828 -1.0546 4.4402 0.4 0.3 0.2
```
Forces are in eV/Å.

Summary:
HOMO-LUMO gap (eV): 7.654
SMILES string: CCCCON(CCSc1nnco1)[C@@](S)(C[C@H](O)CN)C(=O)[O-]
Net charge: -1

Atomic partial charges in e from the Löwdin method, atoms 1 to 8: -0.125 -0.243 -0.190 -0.212 -0.166 -0.173 -0.209 -0.415

=====

Record 4
This record from the Open Molecules 2025 dataset describes an isolated molecule of C5H8N2O in a non-equilibrium geometry. The level of theory is ωB97M-V with the def2-TZVPD basis set.

XYZ file:
```
16
Properties=species:S:1:pos:R:3:forces:R:3
N -0.6764 1.5538 -0.6337 -3.6 -1.4 -1.8
C 0.0848 -0.0723 0.6232 0.7 -3.6 1.8
C -1.1216 0.0593 -0.1658 2.5 4.4 -0.2
N 0.1342 2.5378 -0.0659 0.2 -0.3 1.2
C 0.9373 -1.1445 -0.0163 1.1 0.6 0.8
C -1.9230 -0.7916 -0.7827 -0.2 0.9 0.2
C 1.8267 -1.7850 0.7346 0.2 0.2 -0.3
O 0.3285 0.4377 1.7135 -0.4 -0.3 -1.5
H -1.5501 1.9974 -0.8993 0.2 0.0 -0.2
H 1.0930 2.4151 -0.3835 -0.2 -0.2 0.1
H 0.1177 2.4898 0.9558 0.1 0.2 -0.3
H 0.7909 -1.3710 -1.0617 -0.1 0.0 0.0
H -2.7479 -0.4295 -1.3784 0.1 0.0 -0.3
H -1.7497 -1.8539 -0.7325 -0.2 -0.1 0.5
H 2.0011 -1.4752 1.7545 -0.1 0.0 0.2
H 2.4545 -2.5678 0.3381 0.0 -0.2 0.0
```
Forces are in eV/Å.

Summary:
HOMO-LUMO gap (eV): 9.104
SMILES string: C=CC(=O)C(=C)NN

Atomic partial charges in e from the Löwdin method, atoms 1 to 8: -0.075 -0.430 -0.188 -0.019 -0.089 0.053 0.059 0.066

=====

Record 5
This record from the Open Molecules 2025 dataset describes a structure of composition C25H25GeNO5Ru. The level of theory is ωB97M-V with the def2-TZVPD basis set.

XYZ file:
```
58
Properties=species:S:1:pos:R:3:forces:R:3
Ru -0.0913 -0.2427 0.1487 -0.7 -0.4 -0.5
O 0.1316 1.9769 -0.3228 0.1 0.0 0.0
C 1.0044 2.4008 0.7382 0.0 0.0 -0.1
C 0.5134 1.8403 2.0548 -0.1 -0.1 0.1
N 0.2834 0.3532 2.0332 0.1 -0.3 0.1
C -0.9637 0.0445 2.7858 0.1 0.0 -0.1
C -2.1586 0.4829 1.9156 0.1 -0.2 -0.4
O -3.0912 1.0586 2.4272 -0.3 0.1 0.1
O -2.0473 0.1854 0.6433 -0.1 0.3 0.4
C 1.5122 -0.3868 2.4183 -0.1 0.1 0.0
C 2.5059 -0.3782 1.2354 -0.3 -0.1 -0.4
O 3.6895 -0.3039 1.4716 0.3 0.0 0.0
O 1.9502 -0.4588 0.0581 0.4 0.0 0.3
H -0.7347 2.3963 -0.2265 0.0 0.0 0.0
H 1.9906 2.0353 0.4707 0.0 0.0 0.0
H 1.0311 3.4891 0.7943 0.0 0.0 0.0
H 1.2222 2.0674 2.8533 0.0 0.0 0.0
H -0.4383 2.3116 2.3048 0.0 0.0 0.0
H -1.0178 -1.0343 2.9320 0.0 0.0 0.0
H -0.9880 0.5528 3.7482 0.0 0.0 0.0
H 1.9760 0.0412 3.3058 0.0 0.0 0.0
H 1.2222 -1.4189 2.6133 0.0 0.0 0.0
C -0.2940 -2.0586 0.2547 0.4 0.8 0.3
Ge -2.0491 -2.9601 0.1989 0.0 0.0 -0.2
C -1.7567 -4.8808 -0.0425 0.1 0.0 0.0
C -2.8646 -5.7309 -0.0143 0.0 0.0 0.0
C -2.7169 -7.0995 -0.1874 0.0 0.0 0.0
C -1.4530 -7.6415 -0.3905 0.0 0.0 0.0
C -0.3425 -6.8110 -0.4191 0.0 0.0 0.0
C -0.4955 -5.4389 -0.2460 -0.1 0.0 0.0
C -3.0011 -2.3218 -1.3845 0.0 -0.1 0.1
C -2.6928 -2.9607 -2.5874 -0.1 0.0 0.0
C -3.2926 -2.5690 -3.7767 0.0 0.0 0.0
C -4.2228 -1.5384 -3.7759 0.0 0.0 0.0
C -4.5403 -0.8969 -2.5864 0.0 0.0 0.0
C -3.9303 -1.2814 -1.3990 0.1 0.1 0.0
C -2.8699 -2.7722 1.9581 0.0 0.0 0.0
C -3.9978 -2.0122 2.2553 0.0 0.0 0.0
C -4.4644 -1.9193 3.5623 0.0 0.0 0.0
C -3.8098 -2.5869 4.5869 0.0 0.0 0.0
C -2.6882 -3.3584 4.3040 0.0 0.0 0.0
C -2.2277 -3.4525 2.9987 -0.1 0.0 0.0
H 0.6296 -2.6464 0.2035 0.0 -0.2 0.2
H -3.8577 -5.3220 0.1449 0.0 0.0 0.0
H -3.5866 -7.7443 -0.1638 0.0 0.0 0.0
H -1.3364 -8.7094 -0.5270 0.0 0.0 0.0
H 0.6443 -7.2281 -0.5769 0.0 0.0 0.0
H 0.3847 -4.8068 -0.2757 0.0 0.0 0.0
H -1.9853 -3.7834 -2.5991 0.0 0.0 0.0
H -3.0375 -3.0726 -4.7007 0.0 0.0 0.0
H -4.6989 -1.2355 -4.6998 0.0 0.0 0.0
H -5.2599 -0.0876 -2.5813 0.0 0.0 0.0
H -4.1534 -0.7343 -0.4936 0.0 0.0 0.0
H -4.5095 -1.4600 1.4787 0.0 0.0 0.0
H -5.3329 -1.3097 3.7772 0.0 0.0 0.0
H -4.1721 -2.5081 5.6043 0.0 0.0 0.0
H -2.1786 -3.8914 5.0974 0.0 0.0 0.0
H -1.3618 -4.0725 2.7870 0.0 0.0 0.0
```
Forces are in eV/Å.

Summary:
HOMO-LUMO gap (spin up / spin down) (eV): 7.035 / 7.024

Atomic partial charges in e from the Löwdin method, atoms 1 to 8: 1.248 -0.118 -0.182 -0.105 -0.262 -0.068 -0.646 0.067

=====

Record 6
This record from the Open Molecules 2025 dataset describes an isolated molecule of C4H8N2S in a non-equilibrium geometry. The level of theory is ωB97M-V with the def2-TZVPD basis set.

XYZ file:
```
15
Properties=species:S:1:pos:R:3:forces:R:3
C 1.4016 -0.9180 -2.3814 4.7 -2.2 1.6
C -0.7363 -0.1785 -1.1765 -3.1 4.0 -2.8
C -0.9260 0.0543 2.2509 1.2 -3.7 1.0
C -0.3230 1.3036 1.8935 4.5 -0.4 -0.8
H 2.0023 -0.1381 -1.8329 -1.1 -0.5 0.0
H 1.2053 -1.8164 -1.6512 0.9 1.6 -1.4
H 2.2386 -1.1944 -3.1319 -2.0 0.0 0.5
H -1.7024 0.6066 -0.9995 1.9 -2.5 -1.4
H -1.7283 -0.0454 2.9967 -0.5 0.3 -1.3
H -0.2207 -0.8722 2.4232 -1.1 2.1 -0.4
H 0.8890 1.0824 1.8526 -3.0 2.1 0.4
H -0.9735 2.1794 1.9656 1.4 0.4 0.6
N -0.1094 -0.2189 -0.1046 1.2 -0.2 1.8
N -0.9112 0.5407 0.8418 -2.5 -1.5 0.3
S -0.1059 -0.3852 -2.9464 -2.5 0.5 2.0
```
Forces are in eV/Å.

Summary:
HOMO-LUMO gap (eV): 9.748
SMILES string: CS/C=N/N1CC1

Atomic partial charges in e from the Löwdin method, atoms 1 to 8: -0.594 -0.451 -0.185 -0.191 0.045 0.071 0.068 0.146

=====

Results for electronic energy: -41174.3321, -24960.0827, -51720.4467, -10338.0938, -97154.6881, -18087.8982 (in eV, following the order of the records).
Results for energy above the lowest of the compared OMol25 structures with the same formula, charge and spin: 0.0, 37.2, 0.0, 106.8, 6.8, 134.8 (in kcal/mol, following the order of the records).